A structure of composition C49H46AsCl3KN13OS5 in a non-equilibrium geometry. Source: OMol25; level of theory: the ωB97M-V functional and the def2-TZVPD basis.

XYZ file:
```
119
Properties=species:S:1:pos:R:3:mulliken_charge:R:1
K -18.88 21.34 16.04 0.822
C -22.40 18.95 13.46 -0.373
C -21.41 19.41 14.27 -0.183
N -20.56 20.37 13.90 0.736
C -20.82 21.02 12.77 -0.431
C -21.76 20.43 11.88 -0.515
N -22.56 19.41 12.22 -0.695
C -20.05 22.26 12.57 0.397
C -20.46 23.06 11.49 -0.331
C -19.83 24.27 11.18 1.010
C -18.84 24.67 12.10 -0.858
C -18.55 23.87 13.22 0.219
N -19.08 22.62 13.39 0.104
C -17.58 24.34 14.23 -0.122
C -16.72 25.40 14.03 -0.358
N -15.90 25.89 14.95 -0.665
C -15.91 25.35 16.16 -0.516
C -16.80 24.25 16.41 -0.039
N -17.50 23.72 15.41 0.513
C -20.18 25.13 10.07 0.864
C -21.37 24.94 9.36 -0.396
C -21.80 25.88 8.48 -0.457
N -20.99 26.92 8.11 -0.630
C -19.86 27.11 8.74 -0.310
C -19.37 26.21 9.70 -0.511
H -22.98 18.09 13.75 0.481
H -21.33 18.95 15.26 -0.089
H -21.92 20.79 10.87 0.415
H -21.41 22.72 10.91 -0.261
H -18.44 25.64 11.95 0.450
H -16.65 25.89 13.05 0.407
H -15.15 25.72 16.87 0.384
H -16.91 23.73 17.42 0.069
H -21.93 24.04 9.54 0.330
H -22.80 25.94 8.06 0.383
H -19.28 28.03 8.39 0.304
H -18.33 26.31 10.04 0.425
C -6.15 14.87 17.66 -0.917
O -7.10 14.48 16.66 -0.429
C -8.24 15.17 16.66 0.970
C -9.12 14.88 15.58 -0.813
C -10.24 15.67 15.43 -0.409
C -10.48 16.80 16.24 0.561
C -9.66 17.08 17.29 -0.695
C -8.51 16.25 17.49 -0.348
C -11.63 17.62 16.04 0.009
N -12.03 18.56 16.88 -0.693
C -13.23 18.99 16.40 0.812
C -13.62 18.33 15.23 0.005
N -12.53 17.51 15.02 -0.034
C -14.93 18.40 14.73 0.744
C -15.39 17.79 13.52 -0.638
C -16.66 17.98 13.03 -1.106
C -17.50 18.79 13.83 -0.265
N -17.10 19.39 14.92 0.211
C -15.87 19.18 15.44 -0.547
C -15.45 19.94 16.62 -0.814
N -16.37 20.71 17.28 0.250
C -16.02 21.26 18.46 -0.248
C -14.70 21.23 18.97 -0.997
C -13.74 20.60 18.20 -0.804
C -14.14 19.84 17.07 0.853
H -5.23 14.24 17.51 0.228
H -6.54 14.63 18.64 0.394
H -5.86 15.91 17.64 0.360
H -8.80 14.12 14.88 0.396
H -10.85 15.42 14.56 0.177
H -9.92 17.89 17.97 0.488
H -7.67 16.50 18.25 0.186
H -12.35 16.97 14.11 0.329
H -14.77 17.12 12.96 0.347
H -17.00 17.43 12.14 0.526
H -18.59 18.92 13.59 0.395
H -16.81 21.85 18.94 0.325
H -14.45 21.72 19.92 0.415
H -12.71 20.56 18.44 0.578
S -22.88 17.13 16.60 -0.713
As -22.52 18.63 18.19 0.345
S -20.35 19.09 18.02 -0.535
S -23.76 20.38 17.68 -0.696
S -22.64 17.83 20.18 -0.671
Cl -20.21 12.61 11.93 -0.141
C -19.94 14.33 12.44 0.709
Cl -21.33 15.27 11.94 -0.061
Cl -19.61 14.40 14.20 -0.040
C -18.77 14.85 11.72 -0.028
N -17.97 15.22 10.96 -0.436
C -21.01 23.30 23.19 -0.890
C -20.95 21.76 23.45 -0.513
C -21.25 20.93 22.21 -0.706
C -20.23 21.04 21.05 -0.821
N -20.96 21.59 19.90 0.411
C -20.62 22.54 19.03 -0.257
S -19.23 23.54 19.24 -0.593
N -21.41 22.69 17.93 1.633
C -21.56 23.92 17.16 -0.826
C -22.68 24.86 17.75 -1.093
C -22.25 26.01 18.71 0.108
C -23.20 26.35 19.89 -1.354
H -20.65 23.86 24.11 0.325
H -22.05 23.63 22.90 0.209
H -20.44 23.70 22.35 0.206
H -21.73 21.42 24.19 0.318
H -19.96 21.50 23.86 0.284
H -22.31 20.97 21.84 0.385
H -21.22 19.88 22.55 0.336
H -19.79 20.10 20.71 0.238
H -19.47 21.78 21.21 0.546
H -21.69 20.93 19.56 -0.243
H -22.10 21.95 17.73 -0.746
H -21.91 23.60 16.14 0.308
H -20.59 24.39 17.14 0.399
H -23.30 24.16 18.25 0.365
H -23.21 25.37 16.95 0.460
H -21.90 26.92 18.19 0.362
H -21.39 25.55 19.25 0.026
H -23.63 25.44 20.32 0.312
H -24.04 26.94 19.48 0.354
H -22.68 26.91 20.68 0.353
```

Calculated values
LUMO level (eV): 2.14
Calculated total energy (Eh): -8889.20892
F_max (eV/Å): 3.81
Molar mass (Da): 1213.711
Relative energy (zero: lowest compared OMol25 entry of this formula, charge and spin) (eV): 0.000
Total charge: -2
Orbital gap (hartree): 0.0894